1.
The following is a DFT calculation (ωB97M-V with the def2-TZVPD basis set) of a cluster of 2 separate species, C49H60N4O5 in total.

Positions of all 118 atoms, in Å:
C (-5.93, 1.57, 1.48)
O (-4.72, 1.84, 2.24)
C (-3.52, 1.70, 1.61)
C (-3.38, 1.41, 0.24)
C (-2.11, 1.20, -0.28)
C (-0.94, 1.37, 0.52)
C (0.35, 1.23, -0.11)
N (1.41, 2.09, 0.14)
C (1.49, 3.19, 1.05)
C (2.50, 3.20, 2.02)
C (3.65, 2.19, 2.05)
C (3.48, 1.14, 3.15)
C (5.02, 2.88, 2.09)
C (2.42, 4.17, 3.02)
C (1.44, 5.16, 2.98)
C (0.54, 5.23, 1.91)
C (0.57, 4.25, 0.91)
C (-0.25, 4.44, -0.36)
C (0.43, 5.43, -1.31)
C (-1.70, 4.84, -0.09)
N (2.48, 1.76, -0.61)
N (2.09, 0.69, -1.35)
C (3.03, 0.22, -2.35)
C (4.04, -0.69, -1.97)
C (4.06, -1.24, -0.54)
C (5.47, -1.50, -0.03)
C (3.18, -2.47, -0.38)
C (5.00, -1.06, -2.91)
C (5.02, -0.48, -4.18)
C (4.06, 0.48, -4.51)
C (3.09, 0.86, -3.59)
C (2.16, 2.04, -3.94)
C (1.26, 1.74, -5.13)
C (2.97, 3.32, -4.15)
C (0.79, 0.27, -1.01)
C (0.17, -0.92, -1.37)
C (-1.12, 1.67, 1.90)
C (-2.37, 1.85, 2.44)
H (-6.72, 1.74, 2.21)
H (-6.04, 2.26, 0.64)
H (-5.95, 0.53, 1.12)
H (-4.26, 1.32, -0.41)
H (-2.00, 0.90, -1.32)
H (3.63, 1.65, 1.10)
H (2.51, 0.64, 3.04)
H (4.27, 0.38, 3.10)
H (3.50, 1.61, 4.15)
H (5.09, 3.58, 1.26)
H (5.16, 3.42, 3.03)
H (5.82, 2.14, 1.98)
H (3.15, 4.15, 3.84)
H (1.39, 5.91, 3.77)
H (-0.19, 6.04, 1.84)
H (-0.28, 3.46, -0.86)
H (1.46, 5.12, -1.52)
H (-0.11, 5.50, -2.26)
H (0.46, 6.43, -0.85)
H (-2.17, 4.14, 0.61)
H (-1.75, 5.85, 0.33)
H (-2.27, 4.81, -1.02)
H (3.63, -0.43, 0.08)
H (6.11, -0.62, -0.18)
H (5.46, -1.72, 1.05)
H (5.93, -2.36, -0.54)
H (2.14, -2.25, -0.64)
H (3.54, -3.28, -1.02)
H (3.20, -2.81, 0.66)
H (5.77, -1.79, -2.63)
H (5.78, -0.77, -4.91)
H (4.10, 0.98, -5.48)
H (1.52, 2.19, -3.06)
H (0.66, 0.85, -4.93)
H (0.57, 2.58, -5.30)
H (1.85, 1.57, -6.04)
H (3.61, 3.51, -3.28)
H (3.62, 3.22, -5.03)
H (2.32, 4.18, -4.29)
H (0.68, -1.53, -2.10)
H (-0.71, -1.17, -0.82)
H (-0.24, 1.75, 2.54)
H (-2.52, 2.08, 3.49)
C (-0.13, -3.94, 5.46)
N (-1.41, -3.85, 4.79)
C (-2.51, -4.54, 5.45)
C (-1.51, -3.41, 3.46)
C (-1.08, -4.21, 2.38)
C (-1.30, -3.81, 1.07)
C (-1.94, -2.57, 0.81)
C (-2.45, -2.21, -0.50)
C (-3.39, -2.95, -1.17)
C (-3.93, -2.40, -2.44)
O (-3.62, -1.30, -2.87)
O (-4.89, -3.14, -3.07)
C (-4.92, -4.55, -2.74)
C (-6.25, -5.10, -3.29)
C (-3.69, -5.28, -3.27)
O (-5.05, -4.71, -1.31)
C (-4.30, -3.92, -0.49)
O (-4.47, -3.99, 0.71)
C (-2.19, -1.70, 1.89)
C (-2.07, -2.14, 3.19)
H (0.55, -3.19, 5.05)
H (-0.26, -3.76, 6.53)
H (0.32, -4.93, 5.33)
H (-3.45, -4.26, 4.96)
H (-2.39, -5.63, 5.39)
H (-2.54, -4.26, 6.51)
H (-0.62, -5.18, 2.60)
H (-1.00, -4.43, 0.22)
H (-2.43, -1.16, -0.82)
H (-7.07, -4.53, -2.84)
H (-6.29, -4.99, -4.37)
H (-6.36, -6.15, -3.02)
H (-2.77, -4.87, -2.84)
H (-3.78, -6.34, -3.02)
H (-3.67, -5.18, -4.36)
H (-2.57, -0.70, 1.65)
H (-2.38, -1.50, 4.02)

Calculated values
Frontier orbital gap: 5.473 eV
Strongest force on any atom: 3.16 eV/Å
Energy: -67981.95785 eV
E_HOMO: -5.93 eV



2.
The following is a DFT calculation (ωB97M-V with the def2-TZVPD basis set) of a structure of composition C49H61BrMoN8O5S.

Positions of all 126 atoms, in Å:
Mo (0.84, 0.07, 0.32)
C (0.71, -3.41, 5.70)
C (1.93, -3.19, 4.81)
C (1.83, -1.92, 4.02)
C (2.24, -0.67, 4.38)
C (2.88, -0.24, 5.66)
C (1.91, 0.53, 6.57)
C (1.92, 0.20, 3.29)
N (1.23, -0.47, 2.31)
C (1.18, -1.79, 2.75)
C (0.45, -2.81, 2.16)
C (-0.49, -2.63, 1.16)
C (-1.57, -3.52, 0.86)
C (-1.73, -4.90, 1.39)
C (-2.62, -4.95, 2.64)
C (-2.43, -2.81, 0.06)
C (-1.84, -1.52, -0.14)
C (-2.39, -0.49, -0.88)
C (-1.85, 0.75, -1.05)
N (-0.65, 1.22, -0.48)
C (-0.46, 2.47, -1.05)
C (0.61, 3.31, -0.79)
C (1.53, 3.10, 0.21)
N (1.58, 1.95, 0.95)
C (2.29, 2.30, 2.09)
C (2.39, 1.50, 3.20)
C (2.80, 3.64, 1.98)
C (2.37, 4.13, 0.78)
C (2.57, 5.49, 0.20)
C (1.46, 6.48, 0.58)
C (3.60, 4.34, 3.03)
C (2.72, 4.93, 4.14)
C (-1.53, 2.80, -1.93)
C (-2.40, 1.76, -1.92)
C (-3.73, 1.65, -2.61)
C (-4.88, 2.10, -1.70)
C (-1.65, 4.10, -2.67)
C (-2.14, 5.24, -1.78)
N (-0.64, -1.43, 0.51)
C (-3.76, -3.23, -0.48)
C (-4.94, -2.63, 0.28)
H (0.79, -4.35, 6.25)
H (-0.21, -3.45, 5.11)
H (0.60, -2.61, 6.42)
H (2.06, -4.04, 4.13)
H (2.83, -3.16, 5.42)
H (3.76, 0.37, 5.46)
H (3.25, -1.13, 6.19)
H (1.55, 1.44, 6.08)
H (2.40, 0.82, 7.50)
H (1.04, -0.08, 6.81)
H (0.50, -3.78, 2.63)
H (-0.75, -5.33, 1.61)
H (-2.16, -5.53, 0.61)
H (-2.24, -4.28, 3.41)
H (-2.65, -5.96, 3.05)
H (-3.64, -4.65, 2.40)
H (-3.32, -0.69, -1.38)
H (0.64, 4.25, -1.32)
H (2.92, 1.90, 4.06)
H (2.64, 5.41, -0.89)
H (3.53, 5.88, 0.53)
H (0.48, 6.13, 0.23)
H (1.65, 7.45, 0.13)
H (1.40, 6.60, 1.66)
H (4.18, 5.13, 2.57)
H (4.32, 3.64, 3.47)
H (2.05, 5.69, 3.75)
H (3.33, 5.39, 4.91)
H (2.10, 4.16, 4.61)
H (-3.89, 0.62, -2.94)
H (-3.70, 2.26, -3.51)
H (-4.91, 1.51, -0.78)
H (-5.83, 1.99, -2.21)
H (-4.77, 3.15, -1.42)
H (-2.33, 3.97, -3.51)
H (-0.68, 4.36, -3.12)
H (-3.16, 5.06, -1.44)
H (-2.14, 6.19, -2.33)
H (-1.52, 5.36, -0.89)
H (-3.81, -4.32, -0.45)
H (-3.82, -2.96, -1.54)
H (-4.90, -2.90, 1.34)
H (-5.88, -2.99, -0.12)
H (-4.94, -1.54, 0.22)
O (5.95, -3.15, 2.23)
C (5.10, -2.37, 1.56)
C (4.80, -1.06, 1.89)
C (3.84, -0.41, 1.14)
N (3.16, -0.94, 0.10)
C (3.62, -2.14, -0.30)
Br (3.25, -2.79, -2.04)
C (4.52, -2.91, 0.40)
H (6.36, -2.67, 2.96)
H (5.29, -0.54, 2.70)
H (3.60, 0.61, 1.37)
H (4.84, -3.87, 0.03)
C (-4.33, -0.63, -6.40)
C (-3.90, -2.05, -6.08)
S (-2.56, -2.15, -4.93)
O (-2.85, -1.33, -3.77)
O (-2.23, -3.54, -4.71)
C (-1.17, -1.40, -5.77)
C (0.14, -1.76, -5.08)
N (0.44, -0.96, -3.88)
C (0.42, -1.42, -2.62)
N (0.98, -0.53, -1.79)
C (1.40, 0.53, -2.56)
C (1.06, 0.28, -3.84)
N (1.23, 1.18, -4.95)
O (1.74, 2.25, -4.70)
O (0.83, 0.81, -6.04)
C (-0.05, -2.79, -2.28)
H (-5.18, -0.66, -7.08)
H (-3.53, -0.07, -6.90)
H (-4.63, -0.10, -5.50)
H (-3.59, -2.62, -6.96)
H (-4.69, -2.62, -5.58)
H (-1.34, -0.33, -5.81)
H (-1.16, -1.80, -6.79)
H (0.95, -1.61, -5.78)
H (0.13, -2.80, -4.78)
H (1.89, 1.40, -2.16)
H (0.51, -3.53, -2.85)
H (-1.11, -2.92, -2.51)
H (0.12, -2.99, -1.23)

Calculated values
Frontier orbital gap (spin up / spin down): 5.612 / 5.560 eV
Strongest force on any atom: 0.66 eV/Å
Energy: -156682.86069 eV
Energy relative to the best compared isomer or geometry (same formula, charge and spin): 27.0 kcal/mol
E_HOMO (spin up / spin down): -12.12 / -12.00 eV
Multiplicity: 3
Total charge: +2